No. 1
{
  "formula": "C8H12NO",
  "method": "ωB97M-V/def2-TZVPD",
  "relative_energy_kj_mol": 360.22,
  "charge": 1,
  "homo_lumo_gap_ev": 8.781,
  "lumo_ev": -5.0055,
  "elements": ["C", "C", "C", "C", "C", "C", "C", "C", "N", "O", "H", "H", "H", "H", "H", "H", "H", "H", "H", "H", "H", "H"],
  "coordinates": [[-4.29, -0.01, -0.07], [0.42, -1.18, 0.25], [-1.11, -1.24, 0.46], [-0.79, 0.73, -1.02], [0.97, 0.21, 0.66], [-0.04, 1.23, 0.31], [-1.75, 0.14, 0.08], [2.20, 0.80, -0.02], [-3.16, 0.18, -0.08], [-1.29, 1.08, 1.06], [-5.28, 0.12, -0.29], [0.64, -2.06, 0.96], [0.87, -1.32, -0.67], [-1.67, -1.87, -0.13], [-1.49, -1.53, 1.39], [-1.22, 1.52, -1.77], [-0.37, 0.03, -1.71], [0.99, 0.34, 1.81], [0.12, 2.32, 0.44], [3.11, 0.06, -0.16], [2.66, 1.56, 0.49], [2.03, 1.14, -0.98]]
}

No. 2
{
  "formula": "C8H12NO",
  "method": "ωB97M-V/def2-TZVPD",
  "relative_energy_kj_mol": 359.22,
  "charge": 1,
  "homo_lumo_gap_ev": [7.691, 7.452],
  "lumo_ev": [-4.4835, -3.8423],
  "elements": ["C", "C", "C", "C", "C", "C", "C", "C", "N", "O", "H", "H", "H", "H", "H", "H", "H", "H", "H", "H", "H", "H"],
  "coordinates": [[3.10, -0.90, 0.26], [1.74, -1.12, 0.49], [3.22, 0.40, -0.17], [1.09, -0.03, 0.06], [-1.61, -0.60, -1.52], [-1.36, -0.67, 0.02], [-0.19, 0.30, 0.14], [-2.46, -0.36, 0.91], [-0.44, 1.82, 0.02], [2.01, 0.97, -0.37], [3.91, -1.61, 0.34], [1.09, -2.03, 0.86], [4.03, 1.06, -0.38], [-1.31, -1.37, -2.22], [-2.00, 0.32, -1.88], [-0.89, -1.69, 0.23], [-2.01, -0.04, 1.89], [-3.20, -1.21, 0.98], [-3.09, 0.41, 0.54], [0.39, 2.20, -0.44], [-0.74, 2.14, 0.99], [-1.27, 2.02, -0.76]]
}

No. 3
{
  "formula": "C8H12NP",
  "method": "ωB97M-V/def2-TZVPD",
  "relative_energy_kj_mol": 71.22,
  "smiles": "CC(C)Pc1ccccn1",
  "homo_lumo_gap_ev": 9.731,
  "lumo_ev": 0.6914,
  "elements": ["C", "C", "C", "P", "C", "C", "C", "C", "C", "N", "H", "H", "H", "H", "H", "H", "H", "H", "H", "H", "H", "H"],
  "coordinates": [[-1.81, 1.37, 0.27], [-1.77, -0.06, -0.29], [-3.13, -0.64, -0.52], [-0.91, -1.19, 0.99], [0.95, -0.53, 0.55], [1.89, -0.11, 1.51], [3.08, 0.41, 0.99], [3.26, 0.31, -0.41], [2.36, -0.31, -1.27], [1.19, -0.79, -0.75], [-2.74, 2.02, 0.04], [-1.61, 1.38, 1.35], [-0.98, 1.89, -0.39], [-1.27, 0.07, -1.23], [-3.89, -0.32, 0.31], [-3.06, -1.75, -0.80], [-3.54, -0.20, -1.37], [-0.56, -2.16, -0.03], [1.58, -0.11, 2.55], [3.94, 0.65, 1.53], [4.20, 0.74, -0.79], [2.80, -0.67, -2.25]]
}

No. 4
{
  "formula": "C8H12O",
  "method": "ωB97M-V/def2-TZVPD",
  "relative_energy_kj_mol": 310.51,
  "smiles": "CC1(C)C=CC[C@]12CO2",
  "homo_lumo_gap_ev": 10.064,
  "lumo_ev": 0.9494,
  "elements": ["C", "C", "C", "C", "C", "C", "C", "C", "O", "H", "H", "H", "H", "H", "H", "H", "H", "H", "H", "H", "H"],
  "coordinates": [[-1.01, 0.74, -1.60], [-0.68, 0.09, -0.31], [-1.69, 0.68, 0.76], [-0.70, -1.45, -0.30], [0.49, -2.01, -0.21], [1.62, -1.19, 0.20], [1.15, 0.21, 0.16], [1.52, 1.17, 1.15], [1.79, 1.33, -0.25], [-0.18, 0.67, -2.27], [-1.12, 1.88, -1.40], [-1.95, 0.31, -2.00], [-1.55, 0.43, 1.79], [-2.62, 0.32, 0.32], [-1.71, 1.83, 0.68], [-1.51, -2.14, -0.60], [0.62, -3.09, -0.12], [1.87, -1.39, 1.25], [2.44, -1.29, -0.47], [0.87, 1.99, 1.39], [2.35, 0.90, 1.82]]
}

No. 5
{
  "formula": "C8H12O2",
  "method": "ωB97M-V/def2-TZVPD",
  "relative_energy_kj_mol": 223.00,
  "smiles": "CC#CCOC(C)=O.C=C",
  "homo_lumo_gap_ev": 10.500,
  "lumo_ev": 0.8806,
  "elements": ["C", "C", "C", "C", "O", "C", "C", "O", "H", "H", "H", "H", "H", "H", "H", "H", "C", "C", "H", "H", "H", "H"],
  "coordinates": [[-2.17, -2.03, 0.59], [-0.89, -1.65, 0.05], [0.19, -1.39, -0.40], [1.49, -1.02, -0.92], [1.96, 0.20, -0.32], [3.21, 0.22, 0.15], [3.55, 1.59, 0.65], [3.95, -0.72, 0.13], [-2.85, -2.32, -0.22], [-2.61, -1.19, 1.13], [-2.06, -2.87, 1.27], [2.22, -1.81, -0.72], [1.43, -0.85, -2.00], [2.69, 2.05, 1.12], [3.86, 2.21, -0.20], [4.38, 1.53, 1.35], [-2.54, 1.47, -0.66], [-3.58, 1.21, 0.11], [-2.36, 0.94, -1.58], [-1.81, 2.22, -0.40], [-4.31, 0.47, -0.16], [-3.75, 1.75, 1.03]]
}

No. 6
{
  "formula": "C8H12O2",
  "method": "ωB97M-V/def2-TZVPD",
  "relative_energy_kj_mol": 197.95,
  "smiles": "Cc1ccc(O)cc1.CO",
  "homo_lumo_gap_ev": 9.621,
  "lumo_ev": 0.7788,
  "elements": ["C", "C", "C", "C", "C", "O", "C", "C", "H", "H", "H", "H", "H", "H", "H", "H", "C", "O", "H", "H", "H", "H"],
  "coordinates": [[0.52, 2.67, -0.92], [0.89, 1.42, -0.17], [0.96, 0.08, -0.62], [1.09, -0.98, 0.28], [1.16, -0.67, 1.65], [1.11, -1.78, 2.51], [1.29, 0.56, 2.13], [1.17, 1.61, 1.18], [-0.48, 2.27, -1.20], [1.15, 2.91, -1.75], [0.45, 3.58, -0.29], [0.78, 0.06, -1.69], [1.20, -2.04, -0.09], [2.05, -2.16, 2.79], [1.53, 0.88, 3.07], [1.02, 2.71, 1.49], [-2.90, -1.92, -1.65], [-1.79, -2.13, -0.85], [-3.72, -2.01, -1.02], [-2.95, -2.74, -2.50], [-2.87, -0.95, -2.19], [-1.67, -1.37, -0.16]]
}

No. 7
{
  "formula": "C8H12O2",
  "method": "ωB97M-V/def2-TZVPD",
  "relative_energy_kj_mol": 31.14,
  "smiles": "Cc1ccc(O)cc1.CO",
  "homo_lumo_gap_ev": 9.377,
  "lumo_ev": 0.8501,
  "elements": ["C", "C", "C", "C", "C", "O", "C", "C", "H", "H", "H", "H", "H", "H", "H", "H", "C", "O", "H", "H", "H", "H"],
  "coordinates": [[1.39, 1.86, -0.53], [0.58, 0.60, -0.75], [-0.67, 0.45, -0.17], [-1.46, -0.68, -0.36], [-1.01, -1.65, -1.24], [-1.82, -2.74, -1.44], [0.22, -1.51, -1.86], [1.03, -0.42, -1.58], [1.89, 2.17, -1.44], [2.15, 1.71, 0.23], [0.72, 2.66, -0.21], [-1.07, 1.25, 0.44], [-2.37, -0.88, 0.18], [-1.32, -3.43, -1.89], [0.57, -2.26, -2.57], [2.02, -0.38, -2.01], [0.89, 2.16, 3.52], [0.31, 1.00, 2.93], [0.47, 3.07, 3.09], [1.98, 2.16, 3.40], [0.63, 2.13, 4.58], [0.72, 0.88, 2.07]]
}

No. 8
{
  "formula": "C8H12O3S",
  "method": "ωB97M-V/def2-TZVPD",
  "relative_energy_kj_mol": 541.33,
  "homo_lumo_gap_ev": [7.376, 5.497],
  "lumo_ev": [-1.2900, -2.1284],
  "elements": ["C", "C", "C", "C", "C", "C", "C", "C", "O", "O", "O", "S", "H", "H", "H", "H", "H", "H", "H", "H", "H", "H", "H", "H"],
  "coordinates": [[2.47, -0.92, -0.04], [-1.88, 3.18, -0.24], [0.56, 0.50, 0.00], [-0.45, 1.17, 0.70], [1.43, -0.40, 0.66], [-1.16, 2.14, 0.13], [1.26, -0.76, 2.04], [-2.07, -1.28, -1.87], [-2.15, -0.82, 1.93], [-3.95, -0.48, 0.20], [-1.71, -1.26, -0.49], [-2.56, -0.30, 0.63], [3.31, -1.65, 0.31], [2.59, -0.93, -1.06], [-2.95, 3.02, -0.63], [-1.58, 4.25, -0.25], [1.03, 0.93, -0.94], [-0.61, 0.77, 1.75], [0.30, -1.07, 2.29], [1.52, 0.04, 2.76], [2.01, -1.41, 2.25], [-2.42, -0.38, -2.30], [-3.07, -1.90, -1.85], [-1.25, -1.89, -2.24]]
}

Copy entry 3 word for word.
{
  "formula": "C8H12NP",
  "method": "ωB97M-V/def2-TZVPD",
  "relative_energy_kj_mol": 71.22,
  "smiles": "CC(C)Pc1ccccn1",
  "homo_lumo_gap_ev": 9.731,
  "lumo_ev": 0.6914,
  "elements": ["C", "C", "C", "P", "C", "C", "C", "C", "C", "N", "H", "H", "H", "H", "H", "H", "H", "H", "H", "H", "H", "H"],
  "coordinates": [[-1.81, 1.37, 0.27], [-1.77, -0.06, -0.29], [-3.13, -0.64, -0.52], [-0.91, -1.19, 0.99], [0.95, -0.53, 0.55], [1.89, -0.11, 1.51], [3.08, 0.41, 0.99], [3.26, 0.31, -0.41], [2.36, -0.31, -1.27], [1.19, -0.79, -0.75], [-2.74, 2.02, 0.04], [-1.61, 1.38, 1.35], [-0.98, 1.89, -0.39], [-1.27, 0.07, -1.23], [-3.89, -0.32, 0.31], [-3.06, -1.75, -0.80], [-3.54, -0.20, -1.37], [-0.56, -2.16, -0.03], [1.58, -0.11, 2.55], [3.94, 0.65, 1.53], [4.20, 0.74, -0.79], [2.80, -0.67, -2.25]]
}